# C7H25BeN12O9

A structure of composition C7H25BeN12O9 in a non-equilibrium geometry (the ωB97M-V functional and the def2-TZVPD basis, the Open Molecules 2025 dataset).

Cartesian coordinates (Å):
Be -0.12 0.72 -0.19
O -2.75 0.36 3.16
C -1.78 0.55 2.24
O -0.71 -0.09 2.28
O -1.99 1.41 1.36
H -2.42 -0.32 3.76
C -3.66 0.41 -1.28
O -2.53 0.67 -1.65
N -4.34 1.07 -0.30
N -4.49 -0.40 -2.02
H -5.32 0.88 -0.20
H -3.83 1.71 0.29
H -3.96 -0.97 -2.66
H -5.35 -0.71 -1.61
C 2.05 -1.34 -2.28
O 1.50 -0.24 -2.29
N 3.36 -1.53 -2.60
N 1.38 -2.46 -1.91
H 3.97 -0.73 -2.64
H 3.72 -2.46 -2.53
H 0.40 -2.35 -1.69
H 1.83 -3.34 -1.78
C 3.19 1.69 -0.01
O 1.97 1.82 -0.09
N 4.04 2.68 -0.38
N 3.80 0.54 0.31
H 3.66 3.51 -0.79
H 5.02 2.60 -0.20
H 3.27 -0.22 0.71
H 4.80 0.45 0.42
C -1.77 -2.29 -0.29
O -1.08 -1.34 -0.67
N -2.17 -2.33 1.00
N -1.99 -3.40 -1.02
H -1.77 -1.69 1.67
H -2.53 -3.18 1.41
H -2.46 -4.18 -0.60
H -1.80 -3.56 -1.99
C -0.68 3.94 -0.43
O -0.52 2.94 -1.11
N -1.15 3.96 0.85
N -0.15 5.18 -0.75
H -1.14 4.82 1.35
H -1.54 3.11 1.24
H -0.56 5.97 -0.29
H 0.22 5.34 -1.67
C 1.94 -1.82 1.61
O 1.50 -1.10 0.71
N 2.96 -2.70 1.45
N 1.34 -1.86 2.83
H 3.20 -3.34 2.17
H 3.39 -2.64 0.54
H 0.49 -1.32 2.92
H 1.55 -2.42 3.64

Output
ΔE to the lowest compared entry with this formula, charge and spin in eV: 0.000
E_tot in eV: -44376.198
Lowest unoccupied orbital energy in Ha: -0.09141
Net charge: +1
Orbital gap in eV: 9.22

# C7H25BrNO3PS2Ta

A structure of composition C7H25BrNO3PS2Ta in a non-equilibrium geometry (the ωB97M-V functional and the def2-TZVPD basis, the Open Molecules 2025 dataset).

Cartesian coordinates (Å):
N 0.37 2.34 -1.30
P -0.15 1.89 0.32
O -1.71 2.59 0.47
Ta -0.41 -0.67 0.63
C 0.37 -1.13 -1.54
C -0.68 -2.06 -2.22
C -0.81 -1.90 -3.76
Br -1.01 -0.05 -4.38
H 0.17 3.34 -1.40
H 1.38 2.27 -1.35
H -1.77 2.88 1.37
H 1.29 -0.91 1.31
H -1.07 -0.37 2.33
H -2.17 -0.53 -0.02
H -0.73 -2.51 0.76
H 0.59 -0.22 -2.11
H 1.33 -1.64 -1.40
H -0.36 -3.09 -2.04
H -1.66 -1.94 -1.74
H -1.73 -2.42 -4.07
H 0.00 -2.42 -4.27
C 5.92 0.32 -1.15
S 4.61 1.55 -1.04
O 3.33 0.86 -1.37
C 5.11 2.48 -2.50
H 5.77 -0.40 -0.34
H 5.86 -0.20 -2.11
H 6.89 0.80 -1.03
H 5.11 1.82 -3.37
H 6.11 2.90 -2.34
H 4.40 3.29 -2.65
C -4.49 -0.45 2.90
S -3.81 0.12 4.46
O -2.40 -0.35 4.54
C -4.80 -0.97 5.51
H -3.99 0.07 2.08
H -4.33 -1.52 2.79
H -5.56 -0.22 2.87
H -4.61 -2.01 5.24
H -5.85 -0.73 5.39
H -4.50 -0.81 6.55

Output
E_tot in eV: -117843.723
Lowest unoccupied orbital energy in Ha: 0.08744
Net charge: -1
Orbital gap in eV: 5.43

# C7H26N10O7Zn

A structure of composition C7H26N10O7Zn in a non-equilibrium geometry (the ωB97M-V functional and the def2-TZVPD basis, the Open Molecules 2025 dataset).

Cartesian coordinates (Å):
Zn -0.40 -18.94 -20.37
C 2.07 -18.86 -15.47
O 1.47 -18.55 -16.53
N 3.35 -18.92 -15.30
N 1.48 -19.32 -14.45
H 3.80 -19.40 -14.53
H 4.01 -18.76 -16.05
H 0.48 -19.40 -14.35
H 2.12 -19.53 -13.70
C 2.82 -15.58 -23.34
O 1.94 -16.10 -22.59
N 3.58 -16.23 -24.10
N 3.23 -14.32 -23.29
H 4.21 -15.76 -24.73
H 3.39 -17.22 -24.15
H 4.00 -14.16 -23.92
H 2.85 -13.65 -22.64
C -3.75 -22.45 -17.92
O -2.75 -21.92 -18.43
N -4.46 -21.98 -16.88
N -4.20 -23.58 -18.32
H -5.18 -22.58 -16.49
H -4.52 -20.99 -16.71
H -3.89 -23.85 -19.24
H -4.84 -24.13 -17.76
C -2.60 -19.91 -25.26
O -2.11 -19.94 -24.14
N -1.95 -20.19 -26.38
N -3.76 -19.42 -25.47
H -2.60 -20.31 -27.14
H -1.02 -20.57 -26.38
H -4.31 -19.07 -24.70
H -4.24 -19.49 -26.35
C 3.72 -22.70 -20.18
O 2.88 -21.81 -20.49
N 3.32 -23.88 -19.70
N 4.98 -22.51 -20.02
H 2.38 -24.14 -19.97
H 4.10 -24.49 -19.52
H 5.57 -23.26 -19.70
H 5.21 -21.53 -20.11
C -3.47 -15.46 -16.61
C -3.36 -15.23 -18.15
O -3.38 -16.52 -18.80
O -4.59 -16.31 -16.30
H -3.56 -14.51 -16.09
H -2.69 -16.17 -16.34
H -2.46 -14.77 -18.56
H -4.20 -14.63 -18.49
H -4.31 -16.63 -19.00
H -4.82 -16.26 -15.38

Output
ΔE to the lowest compared entry with this formula, charge and spin in eV: 13.681
E_tot in eV: -85312.589
Lowest unoccupied orbital energy in Ha: -0.42482
Net charge: +2
Orbital gap in eV: 2.28

# C7H26N10O7Zn

A structure of composition C7H26N10O7Zn in a non-equilibrium geometry (the ωB97M-V functional and the def2-TZVPD basis, the Open Molecules 2025 dataset).

Cartesian coordinates (Å):
Zn -0.13 -0.16 0.11
C -2.75 -1.08 1.80
O -1.74 -0.90 1.15
N -3.74 -1.84 1.60
N -2.97 -0.60 3.00
H -4.53 -1.90 2.23
H -3.98 -2.11 0.66
H -3.44 -1.19 3.67
H -2.19 -0.06 3.34
C -2.23 1.34 -1.73
O -1.56 0.59 -1.09
N -2.91 2.28 -1.16
N -2.41 1.17 -3.02
H -3.48 2.83 -1.78
H -3.05 2.51 -0.19
H -2.52 2.08 -3.43
H -1.88 0.46 -3.51
C 2.32 -1.29 1.70
O 1.32 -0.90 1.25
N 3.06 -2.36 1.32
N 3.01 -0.58 2.60
H 2.93 -2.79 0.41
H 3.95 -2.49 1.78
H 2.71 0.34 2.91
H 3.84 -1.02 2.97
C 0.13 -3.10 -0.77
O -0.37 -1.97 -0.82
N 1.23 -3.45 -1.29
N -0.55 -4.07 -0.21
H 1.41 -4.44 -1.22
H 1.81 -2.76 -1.74
H -0.07 -4.95 -0.14
H -1.38 -3.86 0.33
C 1.49 0.96 -2.38
O 1.15 0.45 -1.38
N 1.21 0.63 -3.59
N 2.25 2.03 -2.32
H 1.57 1.31 -4.25
H 0.54 -0.05 -3.92
H 2.81 2.28 -3.12
H 2.52 2.28 -1.38
C 1.27 3.07 1.29
C -0.16 2.70 0.79
O -0.48 1.48 1.37
O 2.25 2.26 0.63
H 1.34 2.82 2.35
H 1.44 4.12 1.02
H -0.29 2.71 -0.29
H -0.88 3.35 1.30
H -1.02 1.52 2.16
H 3.12 2.37 1.01

Output
ΔE to the lowest compared entry with this formula, charge and spin in eV: 3.037
E_tot in eV: -85323.233
Lowest unoccupied orbital energy in Ha: -0.17044
Net charge: +2
Orbital gap in eV: 10.76

# C7H26O9

A cluster of 9 separate species, C7H26O9 in total in a non-equilibrium geometry (the ωB97M-V functional and the def2-TZVPD basis, the Open Molecules 2025 dataset).

Cartesian coordinates (Å):
C 3.20 -0.37 -0.80
C 2.60 0.52 0.02
C 1.48 1.42 -0.30
C 0.23 1.02 -0.19
C -0.80 2.11 -0.49
C -2.10 1.62 0.19
C -3.02 1.29 -1.00
O -4.12 0.93 -0.66
H 4.12 -0.83 -0.58
H 2.68 -0.54 -1.72
H 2.91 0.66 1.02
H 1.88 2.44 -0.47
H -0.11 -0.03 -0.08
H -0.98 2.23 -1.63
H -0.57 3.06 -0.15
H -2.43 2.33 0.88
H -1.85 0.77 0.76
H -2.71 1.30 -2.02
O 1.23 -2.49 2.42
H 1.10 -1.53 2.41
H 0.87 -2.60 3.30
O -1.83 -1.44 1.01
H -1.29 -2.19 1.14
H -2.81 -1.57 1.40
O -0.46 -0.85 -2.75
H -0.03 -1.00 -1.88
H -0.77 -1.66 -3.16
O -2.15 -3.15 -1.68
H -1.47 -3.90 -1.44
H -1.81 -2.62 -0.88
O 0.26 -3.06 0.08
H 0.70 -3.76 0.59
H 0.62 -2.19 0.33
O 0.68 -0.01 2.98
H 1.62 0.16 2.87
H 0.21 0.67 3.31
O 1.04 1.75 -3.55
H 1.77 1.01 -3.51
H 0.26 1.21 -3.29
O 0.83 2.76 2.81
H 0.03 3.46 2.88
H 0.97 3.07 1.85

Output
ΔE to the lowest compared entry with this formula, charge and spin in eV: 4.780
E_tot in eV: -26104.094
Lowest unoccupied orbital energy in Ha: 0.00248
SMILES: C=C/C=C/CCC=O.O.O.O.O.O.O.O.O
Orbital gap in eV: 9.43

# C7H27ClINbO5P

A structure of composition C7H27ClINbO5P in a non-equilibrium geometry (the ωB97M-V functional and the def2-TZVPD basis, the Open Molecules 2025 dataset).

Cartesian coordinates (Å):
C 4.83 0.14 0.52
C 3.49 0.88 0.16
I 3.84 2.73 -0.94
C 2.55 -0.03 -0.73
Nb 0.96 -1.18 0.43
P -0.53 0.87 0.79
O -1.17 1.33 -0.72
Cl 0.53 2.56 1.46
H 4.84 -0.88 0.12
H 5.67 0.74 0.15
H 4.89 0.06 1.61
H 2.97 1.04 1.11
H 3.23 -0.79 -1.17
H 2.10 0.51 -1.58
H 1.91 -0.82 1.97
H -0.23 -2.24 1.36
H -0.05 -1.52 -1.07
H 1.90 -2.69 0.06
H -2.11 1.11 -0.69
C -3.29 3.06 -2.65
O -3.72 2.04 -1.76
H -2.22 3.20 -2.51
H -3.48 2.76 -3.69
H -3.81 4.00 -2.44
H -4.67 1.92 -1.89
C 7.64 -0.69 3.06
O 6.82 -1.74 2.55
H 7.09 -0.18 3.84
H 8.56 -1.11 3.48
H 7.89 0.02 2.27
H 7.32 -2.18 1.86
C -2.98 -3.60 0.25
O -2.95 -2.24 -0.16
H -2.24 -3.74 1.03
H -3.97 -3.86 0.64
H -2.74 -4.26 -0.59
H -3.60 -2.13 -0.85
C -7.69 1.27 -0.55
O -6.66 1.00 -1.49
H -7.25 1.70 0.34
H -8.41 1.98 -0.97
H -8.21 0.34 -0.29
H -7.06 0.63 -2.27

Output
E_tot in eV: -49389.829
Lowest unoccupied orbital energy in Ha: 0.07546
Net charge: -1
Orbital gap in eV: 5.81

# C7H28As2CrF12N14O7

A structure of composition C7H28As2CrF12N14O7 in a non-equilibrium geometry (the ωB97M-V functional and the def2-TZVPD basis, the Open Molecules 2025 dataset).

Cartesian coordinates (Å):
Cr -15.64 -9.05 2.75
As -19.83 -9.42 2.60
F -19.70 -9.92 0.87
F -21.60 -9.61 2.66
F -19.69 -9.05 4.36
F -18.00 -9.13 2.51
F -20.05 -7.69 2.21
F -19.58 -11.11 3.16
As -14.87 -8.42 7.49
F -13.01 -8.45 7.49
F -14.80 -10.23 7.86
F -16.69 -8.38 7.56
F -14.88 -6.70 7.14
F -14.97 -8.85 5.66
F -14.88 -8.12 9.26
C -17.23 -6.71 4.44
O -16.65 -7.74 4.05
N -18.17 -6.22 3.79
N -16.92 -5.90 5.47
H -18.79 -5.72 4.42
H -18.52 -6.83 3.07
H -16.31 -6.29 6.17
H -17.65 -5.28 5.80
C -13.10 -6.98 3.46
O -14.08 -7.71 3.14
N -12.19 -6.79 2.62
N -13.02 -6.49 4.65
H -12.38 -7.00 1.65
H -11.38 -6.28 2.96
H -12.39 -5.71 4.78
H -13.88 -6.52 5.18
C -16.95 -11.25 5.08
O -16.56 -10.52 4.13
N -18.14 -11.76 5.17
N -16.11 -11.89 5.94
H -18.36 -12.41 5.91
H -18.93 -11.45 4.62
H -16.65 -12.55 6.48
H -15.10 -11.85 6.01
C -16.59 -11.33 0.67
O -16.27 -10.57 1.54
N -17.73 -11.92 0.65
N -15.90 -11.56 -0.36
H -18.20 -12.00 1.54
H -17.96 -12.59 -0.07
H -14.95 -11.25 -0.20
H -16.19 -12.32 -0.96
C -16.93 -7.54 0.29
O -16.42 -7.77 1.36
N -17.99 -7.93 -0.31
N -16.27 -6.67 -0.48
H -18.35 -7.27 -0.98
H -18.55 -8.63 0.17
H -16.44 -6.73 -1.47
H -15.45 -6.30 -0.02
C -13.45 -9.05 0.17
O -14.32 -9.12 0.95
N -12.97 -7.99 -0.46
N -12.65 -10.06 -0.14
H -13.25 -7.05 -0.21
H -12.57 -8.10 -1.38
H -12.56 -10.95 0.33
H -12.19 -9.98 -1.03
C -13.16 -10.73 4.07
O -14.02 -10.39 3.18
N -12.77 -11.96 4.23
N -12.35 -10.01 4.81
H -13.34 -12.56 3.65
H -12.31 -12.21 5.09
H -12.36 -9.02 4.63
H -11.88 -10.47 5.58

Output
E_tot in eV: -225609.400
Lowest unoccupied orbital energy (spin up / spin down) in Ha: -0.26614 / -0.41005
Net charge: +2
Multiplicity: 5
Orbital gap (spin up / spin down) in eV: 7.61 / 3.68

# C7H28BN10O9S

A cluster of 7 separate species, C7H28BN10O9S in total in a non-equilibrium geometry (the ωB97M-V functional and the def2-TZVPD basis, the Open Molecules 2025 dataset).

Cartesian coordinates (Å):
B -0.33 0.58 0.85
H 0.05 -0.11 1.60
H -0.18 0.14 -0.13
H -1.38 0.62 1.08
H 0.08 1.57 0.98
C 4.33 1.12 -0.58
O 5.39 0.95 -0.01
N 3.57 0.09 -0.89
N 3.81 2.28 -0.95
H 3.96 -0.83 -0.75
H 2.60 0.31 -0.71
H 2.96 2.25 -1.51
H 4.35 3.10 -0.74
C -2.53 1.34 4.85
O -2.80 1.56 6.02
N -2.61 0.14 4.31
N -2.00 2.16 4.02
H -2.26 -0.07 3.38
H -3.04 -0.56 4.89
H -1.57 1.79 3.18
H -1.69 3.04 4.39
C -4.15 1.76 -1.68
O -5.08 2.13 -2.45
N -3.75 2.39 -0.64
N -3.62 0.64 -1.63
H -4.14 3.26 -0.29
H -2.97 2.05 -0.09
H -2.97 0.51 -0.86
H -3.67 -0.01 -2.40
C -0.15 -4.42 0.23
O -0.18 -5.65 0.13
N -0.49 -3.67 -0.75
N 0.02 -3.71 1.34
H -0.76 -4.25 -1.53
H -0.41 -2.67 -0.65
H 0.05 -4.27 2.18
H -0.12 -2.71 1.41
C 2.94 1.81 5.04
O 3.65 2.20 5.95
N 2.78 2.44 3.92
N 2.38 0.65 5.00
H 2.35 2.01 3.12
H 3.31 3.30 3.85
H 1.84 0.43 4.18
H 2.36 0.10 5.85
C 0.98 -0.98 -5.46
C -0.43 -0.39 -5.31
O -1.31 -1.34 -5.77
S -0.57 -2.75 -6.17
O -0.42 -2.82 -7.61
O -1.15 -3.76 -5.28
O 0.84 -2.35 -5.50
H 1.77 -0.58 -4.82
H 1.34 -0.93 -6.49
H -0.39 0.54 -5.87
H -0.57 -0.40 -4.23

Output
E_tot in eV: -52554.052
Lowest unoccupied orbital energy in Ha: 0.06966
Net charge: -1
Orbital gap in eV: 9.38

# C7H28N14O7

A cluster of 7 separate species, C7H28N14O7 in total in a non-equilibrium geometry (the ωB97M-V functional and the def2-TZVPD basis, the Open Molecules 2025 dataset).

Cartesian coordinates (Å):
N 0.65 -0.72 -0.20
C -0.39 0.08 -0.36
N -0.17 1.01 -1.31
O -1.33 0.14 0.42
H 0.65 -1.43 0.52
H 1.33 -0.68 -0.94
H 0.52 0.90 -2.03
H -0.62 1.91 -1.22
N -1.12 2.41 -4.78
C -0.95 3.67 -4.40
N -0.80 4.49 -5.46
O -1.03 4.03 -3.23
H -1.05 1.79 -3.98
H -1.11 2.19 -5.75
H -0.90 4.15 -6.40
H -0.92 5.48 -5.36
N 0.60 -5.48 1.75
C 0.59 -4.29 1.11
N -0.35 -4.23 0.13
O 1.21 -3.31 1.52
H 1.05 -5.51 2.64
H 0.11 -6.26 1.34
H -0.70 -5.11 -0.22
H -0.12 -3.49 -0.52
N -3.78 -1.20 0.54
C -4.52 -1.95 -0.32
N -5.47 -2.64 0.37
O -4.43 -1.95 -1.55
H -3.90 -1.22 1.54
H -3.02 -0.67 0.13
H -6.00 -3.41 -0.01
H -5.26 -2.63 1.35
N 1.12 -1.48 3.86
C 1.68 -1.59 5.08
N 1.79 -0.39 5.68
O 2.16 -2.60 5.59
H 0.96 -2.25 3.22
H 0.83 -0.57 3.55
H 2.36 -0.34 6.51
H 1.38 0.47 5.34
N 3.52 0.51 -4.50
C 3.17 0.68 -3.23
N 3.10 2.08 -3.11
O 2.84 -0.18 -2.42
H 3.66 1.19 -5.21
H 3.62 -0.47 -4.75
H 2.59 2.51 -2.37
H 3.83 2.62 -3.55
N 0.85 3.69 3.85
C 0.28 2.54 3.45
N -0.12 2.57 2.18
O 0.26 1.47 4.09
H 0.65 4.48 3.27
H 1.21 3.78 4.79
H 0.07 3.38 1.61
H -0.61 1.80 1.75

Output
ΔE to the lowest compared entry with this formula, charge and spin in eV: 1.415
E_tot in eV: -42913.790
Lowest unoccupied orbital energy in Ha: 0.00357
SMILES: NC(N)=O.NC(N)=O.NC(N)=O.NC(N)=O.NC(N)=O.NC(N)=O.NC(N)=O
Orbital gap in eV: 8.51